{
  "formula": "C20H45O10S",
  "method": "ωB97M-V with the def2-TZVPD basis set",
  "elements": ["C", "C", "O", "C", "C", "C", "O", "C", "C", "C", "S", "O", "O", "H", "H", "H", "H", "H", "H", "H", "H", "H", "H", "H", "H", "H", "H", "H", "H", "H", "C", "O", "C", "C", "O", "C", "C", "O", "C", "H", "H", "H", "H", "H", "H", "H", "H", "H", "H", "H", "H", "H", "H", "C", "O", "C", "C", "O", "C", "C", "O", "C", "H", "H", "H", "H", "H", "H", "H", "H", "H", "H", "H", "H", "H", "H"],
  "coordinates": [[-7.6573, 1.6389, 1.7035], [-6.7370, 0.4801, 1.2793], [-5.6663, 0.8651, 0.4738], [-4.7305, 1.7200, 1.1416], [-3.3564, 1.6388, 0.5253], [-3.3420, 1.8145, -0.9597], [-3.0444, 3.1796, -1.4201], [-2.0496, 3.2300, -2.3953], [-1.8832, 4.6639, -2.8573], [-2.4586, 2.5377, 1.2596], [-0.8174, 1.7472, 1.4962], [-0.7684, 1.0894, 2.7863], [-0.4805, 0.9245, 0.3592], [-8.6853, 1.2934, 1.8036], [-7.3411, 2.0694, 2.6515], [-7.6119, 2.4093, 0.9362], [-6.3691, -0.0293, 2.1814], [-7.3311, -0.2365, 0.7117], [-5.1689, 2.7431, 1.1718], [-4.6570, 1.3980, 2.1921], [-2.6133, 1.1474, -1.4316], [-4.3204, 1.5483, -1.3646], [-2.2948, 2.5974, -3.2608], [-1.0894, 2.8596, -2.0077], [-2.7512, 4.9819, -3.4334], [-1.7825, 5.3209, -1.9946], [-0.9920, 4.7650, -3.4766], [-2.2773, 3.5506, 0.8573], [-2.8107, 2.6471, 2.2879], [0.1072, 2.7619, 1.5369], [7.9543, -1.2407, 3.1296], [6.7139, -0.5830, 3.0899], [6.7821, 0.7180, 3.6443], [5.5574, 1.5300, 3.2865], [5.6017, 2.0980, 1.9890], [5.3255, 1.2211, 0.9035], [3.8581, 0.9002, 0.7345], [3.4574, -0.0926, 1.6534], [2.0387, -0.1440, 1.7701], [8.3218, -1.3425, 4.1591], [7.8139, -2.2337, 2.7066], [8.7069, -0.7058, 2.5366], [7.6778, 1.2362, 3.2764], [6.8482, 0.6351, 4.7395], [5.5239, 2.3834, 3.9677], [4.6489, 0.9415, 3.4317], [5.9126, 0.3028, 0.9793], [5.6543, 1.7633, 0.0141], [3.6872, 0.5397, -0.2914], [3.2683, 1.8146, 0.8805], [1.6551, 0.7942, 2.1718], [1.7967, -0.9385, 2.4734], [1.5667, -0.3520, 0.8113], [2.1715, -3.1833, -0.3578], [0.9177, -3.4200, -0.9564], [-0.1002, -2.5721, -0.4285], [-1.3260, -2.6042, -1.3098], [-1.2261, -1.7837, -2.4647], [-0.4323, -2.2607, -3.5285], [-1.1039, -3.3217, -4.3725], [-1.0195, -4.5988, -3.7617], [-1.9351, -5.5089, -4.3137], [2.1504, -3.3831, 0.7205], [2.8920, -3.8473, -0.8341], [2.4875, -2.1459, -0.5184], [0.2570, -1.5403, -0.3608], [-0.3710, -2.9169, 0.5787], [-2.1534, -2.1835, -0.7365], [-1.5779, -3.6336, -1.5805], [0.5442, -2.6082, -3.1801], [-0.2740, -1.3914, -4.1718], [-0.6077, -3.3676, -5.3540], [-2.1550, -3.0441, -4.5219], [-2.9687, -5.1766, -4.1567], [-1.7938, -6.4645, -3.8112], [-1.7667, -5.6458, -5.3904]],
  "atomic_forces_ev_per_a": [[0.290, -0.171, -0.087], [-0.335, 0.184, 0.242], [0.063, -0.034, -0.070], [0.254, -0.120, 0.210], [-0.522, 0.330, -0.293], [0.123, -0.329, 0.148], [-0.183, 0.044, 0.029], [0.246, 0.093, -0.142], [-0.063, -0.063, 0.020], [0.133, -0.231, 0.304], [-0.915, -0.564, -0.028], [0.148, 0.196, 0.339], [0.342, 0.275, -0.444], [-0.091, -0.005, 0.062], [0.004, 0.142, 0.016], [-0.124, 0.086, -0.032], [0.027, -0.095, 0.001], [0.115, -0.091, -0.155], [-0.153, 0.025, -0.147], [-0.028, 0.025, 0.084], [0.188, 0.147, -0.076], [-0.057, -0.036, -0.044], [-0.064, -0.072, -0.003], [-0.027, -0.094, 0.103], [-0.054, 0.085, -0.008], [0.022, 0.053, 0.059], [0.040, 0.024, -0.083], [0.305, -0.012, -0.177], [0.145, 0.095, 0.121], [-0.018, 0.074, -0.021], [-0.055, -0.038, 0.030], [0.028, 0.072, -0.130], [-0.042, -0.130, 0.029], [-0.059, 0.083, 0.043], [0.083, -0.047, 0.005], [-0.009, 0.065, -0.096], [-0.001, -0.186, 0.030], [-0.023, 0.053, 0.073], [0.345, -0.157, 0.155], [0.028, 0.011, -0.012], [-0.009, -0.003, 0.008], [0.021, 0.006, 0.040], [0.000, 0.031, 0.026], [0.063, 0.064, -0.002], [-0.017, 0.003, -0.005], [0.050, -0.086, -0.027], [-0.068, -0.045, 0.048], [0.011, 0.012, 0.018], [-0.041, 0.095, -0.020], [0.010, 0.017, -0.046], [-0.026, 0.021, -0.039], [0.006, -0.013, -0.011], [-0.044, 0.123, 0.000], [-0.161, 0.040, -0.124], [0.032, 0.031, -0.037], [0.098, -0.100, -0.082], [-0.100, 0.010, 0.101], [-0.028, -0.042, -0.067], [0.040, 0.097, 0.014], [0.086, -0.115, -0.014], [-0.086, 0.056, 0.081], [0.065, -0.017, 0.015], [0.019, 0.042, 0.003], [-0.006, -0.034, 0.036], [0.052, -0.004, 0.098], [-0.063, 0.030, 0.029], [0.006, 0.080, 0.025], [0.014, 0.057, -0.019], [0.080, -0.022, 0.008], [-0.038, -0.099, -0.004], [0.022, 0.000, 0.000], [-0.073, 0.050, -0.037], [0.002, 0.023, -0.010], [-0.002, 0.003, -0.048], [0.011, -0.002, -0.005], [-0.033, 0.001, -0.003]],
  "orbital_gap_ev": 4.65,
  "charge": -1,
  "spin_multiplicity": 1
}

***

{
  "formula": "C20H46BiO3P4S",
  "method": "ωB97M-V with the def2-TZVPD basis set",
  "elements": ["Bi", "P", "P", "P", "H", "C", "C", "H", "C", "C", "C", "C", "C", "C", "C", "C", "C", "H", "H", "H", "H", "H", "H", "H", "H", "H", "H", "H", "H", "H", "H", "H", "H", "H", "H", "H", "H", "H", "H", "H", "H", "H", "H", "H", "H", "H", "C", "C", "C", "C", "C", "C", "S", "H", "H", "H", "H", "H", "H", "C", "O", "P", "O", "C", "O", "C", "H", "H", "H", "H", "H", "H", "H", "H", "H"],
  "coordinates": [[-0.5357, -0.2987, -1.7388], [1.5357, 0.9396, 0.2862], [-2.1839, 1.7687, -0.5476], [0.6694, 1.7378, -3.2080], [-0.0042, -4.9239, -1.0019], [0.7999, -5.1449, -1.7125], [2.0015, -4.6096, -1.4276], [2.1089, -4.0994, -0.4817], [1.8813, 0.2626, 1.9527], [1.5487, 2.7032, 0.7863], [3.2500, 0.8541, -0.3572], [-3.9019, 1.4999, -1.1393], [-2.4599, 1.9161, 1.2607], [-1.8904, 3.5216, -1.0190], [1.9901, 0.8482, -4.1347], [1.4149, 3.3580, -2.8063], [-0.5384, 2.1750, -4.5280], [0.5157, -5.7027, -2.6145], [2.8909, -4.6412, -2.0612], [1.9369, -0.8299, 1.9095], [1.0884, 0.5225, 2.6659], [2.8400, 0.6767, 2.2921], [0.6925, 2.9225, 1.4333], [1.5351, 3.3771, -0.0749], [2.4764, 2.8606, 1.3501], [3.5574, -0.1917, -0.4657], [3.8962, 1.3485, 0.3796], [3.3465, 1.3572, -1.3251], [-4.5443, 2.3554, -0.8875], [-4.3086, 0.5948, -0.6707], [-3.9010, 1.3585, -2.2272], [-3.2708, 2.6242, 1.4951], [-1.5461, 2.2566, 1.7651], [-2.7121, 0.9371, 1.6854], [-2.7632, 4.1385, -0.7550], [-1.7162, 3.6093, -2.1001], [-1.0115, 3.9145, -0.4890], [1.9082, 1.0734, -5.2069], [1.9023, -0.2401, -4.0136], [2.9759, 1.1558, -3.7593], [1.6760, 3.9093, -3.7246], [2.3227, 3.2129, -2.2078], [0.6939, 3.9589, -2.2362], [0.0077, 2.2664, -5.4789], [-1.0652, 3.1099, -4.2857], [-1.2977, 1.3907, -4.6650], [-0.9029, -2.4144, -5.0225], [-2.0057, -2.5202, -5.9020], [-1.9865, -3.4463, -6.9228], [-0.9498, -4.4077, -6.9733], [0.0387, -4.4126, -5.9801], [0.0471, -3.4516, -4.9822], [-0.6380, -0.9120, -4.3000], [-0.7657, -1.7372, -0.6391], [-2.7855, -1.7489, -5.8452], [-2.7481, -3.4095, -7.7157], [-0.9343, -5.1204, -7.7844], [0.8395, -5.1743, -6.0330], [0.8153, -3.4340, -4.2134], [-1.0495, 0.9583, 5.0093], [-0.8299, 0.2753, 3.7490], [-1.5638, -1.1879, 3.3875], [-1.2904, -2.0636, 4.7531], [-0.0390, -2.1262, 5.4501], [-0.4548, -1.7962, 2.3246], [-0.1077, -3.1950, 2.2516], [-1.0911, 2.0357, 4.7855], [-0.2053, 0.7639, 5.6928], [-1.9997, 0.6673, 5.4970], [0.8074, -1.7028, 4.8933], [-0.1465, -1.6055, 6.4057], [0.1552, -3.1842, 5.6419], [0.7998, -3.3870, 2.8483], [-0.9261, -3.8496, 2.6052], [0.1053, -3.4237, 1.1966]],
  "atomic_forces_ev_per_a": [[-0.014, 1.308, 1.793], [1.126, 0.005, 1.052], [-1.810, 0.828, 0.631], [0.868, 0.877, -2.101], [0.142, -0.505, -0.216], [0.378, 0.918, 0.132], [-0.777, -0.337, -0.603], [0.144, 0.114, 0.116], [-0.560, -0.643, 0.045], [-0.752, 0.296, -0.468], [-0.197, -0.304, -0.637], [0.302, -0.501, -0.368], [0.711, -0.531, 0.283], [0.790, -0.166, -0.428], [0.338, -0.288, 0.399], [-0.045, 0.051, 0.613], [-0.689, -0.093, 0.181], [0.410, 0.203, 0.427], [-0.337, -0.306, 0.148], [0.056, 0.192, 0.101], [0.117, -0.098, -0.244], [-0.209, -0.057, -0.211], [0.193, 0.026, -0.080], [0.014, -0.010, 0.225], [-0.229, -0.063, -0.109], [0.024, 0.193, -0.013], [-0.145, -0.128, -0.244], [0.125, -0.104, 0.154], [0.326, -0.175, 0.023], [0.059, 0.186, -0.100], [-0.130, 0.063, 0.183], [0.195, -0.168, -0.475], [-0.203, -0.111, -0.112], [0.000, 0.156, -0.075], [0.154, -0.422, 0.019], [-0.127, 0.055, 0.270], [-0.232, -0.103, -0.116], [0.045, 0.056, 0.317], [0.134, 0.440, -0.037], [-0.243, 0.001, -0.172], [-0.143, -0.401, 0.125], [-0.214, 0.119, -0.165], [0.266, -0.083, -0.162], [-0.101, 0.176, 0.337], [0.315, -0.186, -0.137], [0.289, 0.529, 0.073], [-0.426, -0.344, 0.321], [-0.691, 0.496, -0.972], [-0.300, 0.089, -0.094], [-0.482, 0.748, 0.161], [0.851, -0.387, 0.539], [0.801, -0.750, -0.487], [-0.254, -0.602, -0.346], [0.099, -0.029, 0.245], [0.323, -0.444, -0.137], [0.331, -0.156, 0.560], [0.083, -0.119, -0.002], [-0.604, 0.539, 0.189], [-0.017, -0.076, -0.205], [-0.159, 0.116, 0.161], [0.143, -0.708, -0.463], [0.032, -0.423, 1.722], [-0.311, 0.805, -1.293], [0.193, -0.280, 0.283], [0.287, 0.482, -0.086], [-0.055, -0.165, 0.235], [0.027, -0.423, 0.114], [-0.410, 0.028, -0.319], [0.480, 0.005, -0.312], [-0.303, 0.016, -0.047], [0.051, -0.084, -0.165], [0.058, 0.179, 0.036], [-0.403, 0.048, -0.189], [0.378, 0.368, -0.139], [-0.087, 0.060, 0.316]],
  "orbital_gap_ev": [3.93, 3.96],
  "charge": 3,
  "spin_multiplicity": 1
}